No. 1
Entry from the Open Molecules 2025 dataset: the molecule C4H7NOS (ωB97M-V with the def2-TZVPD basis set).

Structure (ORCA input):
```
! wB97M-V def2-TZVPD RIJCOSX def2/J DEFGRID3
* xyz 0 1
C 1.44 0.31 0.71
C 1.09 -1.15 0.72
C -0.27 -0.37 -0.69
C -1.73 -0.53 -0.51
N 0.33 0.81 0.11
O 2.37 0.90 1.15
S 0.19 2.42 -0.59
H 1.74 -1.79 0.16
H 0.51 -1.42 1.61
H 0.23 -0.54 -1.62
H -1.97 -1.56 -0.15
H -2.18 -0.48 -1.48
H -2.11 0.25 0.08
H 0.35 3.17 0.51
*
```

Values from the calculation:
Kohn-Sham gap = 0.354 Eh
relative energy (zero: lowest compared OMol25 entry of this formula, charge and spin) = 72.4 kcal/mol
lowest unoccupied orbital energy = 0.75 eV

No. 2
Entry from the Open Molecules 2025 dataset: the molecule CH4N2 (ωB97M-V with the def2-TZVPD basis set).

Structure (ORCA input):
```
! wB97M-V def2-TZVPD RIJCOSX def2/J DEFGRID3
* xyz 0 1
N 0.60 0.71 0.08
C -0.49 -0.08 -0.29
N -0.71 -1.28 0.00
H 0.46 1.69 -0.03
H 1.18 0.24 0.75
H -1.06 0.43 -1.07
H 0.02 -1.71 0.56
*
```

Values from the calculation:
Kohn-Sham gap = 0.387 Eh
relative energy (zero: lowest compared OMol25 entry of this formula, charge and spin) = 28.6 kcal/mol
lowest unoccupied orbital energy = 1.09 eV

No. 3
Entry from the Open Molecules 2025 dataset: an isolated ion of composition C22H37N2O3 and charge +1 (ωB97M-V with the def2-TZVPD basis set).

Structure (ORCA input):
```
! wB97M-V def2-TZVPD RIJCOSX def2/J DEFGRID3
* xyz 1 1
C 2.01 3.38 -1.63
C 2.28 2.19 -0.76
O 1.39 1.48 -0.33
C 3.73 1.92 -0.46
H 4.29 2.85 -0.37
H 3.80 1.36 0.47
C 4.34 1.07 -1.60
C 3.52 -0.17 -1.82
C 2.63 -0.25 -2.88
C 1.78 -1.33 -3.02
C 1.80 -2.35 -2.08
C 2.72 -2.30 -1.04
C 3.57 -1.22 -0.91
H 4.27 -1.19 -0.09
H 2.76 -3.12 -0.34
O 0.98 -3.46 -2.10
C -0.31 -3.38 -2.66
C -1.28 -2.72 -1.66
H -2.31 -3.05 -1.87
O -0.96 -3.13 -0.34
H -0.09 -3.55 -0.40
C -1.24 -1.18 -1.72
N -2.09 -0.68 -0.64
H -3.06 -0.75 -0.89
C -1.75 0.58 -0.01
H -2.46 1.37 -0.25
H -0.76 0.91 -0.34
C -1.72 0.35 1.53
C -0.97 1.45 2.27
H 0.01 1.61 1.83
H -0.85 1.17 3.31
C -1.73 2.78 2.22
C -3.14 2.64 2.78
C -3.90 1.57 2.02
H -4.05 1.89 0.98
H -4.89 1.43 2.46
C -3.15 0.24 2.08
H -3.12 -0.05 3.13
H -3.70 -0.52 1.52
H -3.66 3.59 2.71
H -3.08 2.37 3.84
H -1.17 3.52 2.79
H -1.78 3.14 1.19
N -1.02 -0.99 1.65
C -1.39 -1.85 2.78
H -0.80 -2.77 2.73
H -1.17 -1.36 3.73
H -2.44 -2.12 2.75
C 0.45 -0.92 1.57
H 0.86 -0.58 2.52
H 0.77 -0.24 0.78
H 0.84 -1.91 1.35
H -1.37 -1.46 0.75
H -0.22 -0.83 -1.54
H -1.56 -0.84 -2.71
H -0.33 -2.86 -3.62
H -0.61 -4.42 -2.82
H 1.11 -1.37 -3.87
H 2.59 0.54 -3.61
H 5.36 0.80 -1.31
H 4.39 1.66 -2.51
H 2.72 3.42 -2.46
H 0.99 3.37 -2.01
H 2.15 4.28 -1.04
*
```

Values from the calculation:
Kohn-Sham gap = 0.346 Eh
relative energy (zero: lowest compared OMol25 entry of this formula, charge and spin) = 0.0 kcal/mol
lowest unoccupied orbital energy = -1.78 eV

No. 4
Entry from the Open Molecules 2025 dataset: the molecule C19H24N2O4S (ωB97M-V with the def2-TZVPD basis set).

Structure (ORCA input):
```
! wB97M-V def2-TZVPD RIJCOSX def2/J DEFGRID3
* xyz 0 1
C 1.87 2.08 -0.74
H 0.84 1.76 -0.84
H 2.29 2.25 -1.74
H 1.91 3.01 -0.16
O 2.53 1.03 -0.09
C 3.90 1.09 0.03
C 4.64 2.24 -0.16
C 6.01 2.24 0.06
C 6.64 1.08 0.47
C 5.91 -0.09 0.63
C 4.54 -0.10 0.40
N 3.75 -1.25 0.52
S 2.74 -1.63 -0.77
O 3.11 -0.90 -1.95
O 2.71 -3.07 -0.87
C 1.09 -1.16 -0.25
C 0.75 -1.14 1.09
C -0.55 -0.84 1.45
C -1.51 -0.56 0.48
C -1.15 -0.61 -0.87
C 0.15 -0.91 -1.23
H 0.45 -0.96 -2.26
H -1.89 -0.45 -1.64
C -2.90 -0.27 0.95
O -3.35 -0.75 1.97
N -3.60 0.57 0.16
H -3.18 0.95 -0.67
C -4.99 0.90 0.40
H -5.09 1.99 0.49
H -5.26 0.44 1.35
C -5.91 0.38 -0.71
C -7.34 0.85 -0.46
H -8.00 0.50 -1.25
H -7.70 0.46 0.49
H -7.39 1.94 -0.42
C -5.85 -1.14 -0.79
H -6.48 -1.51 -1.60
H -4.83 -1.48 -0.98
H -6.19 -1.58 0.14
H -5.57 0.80 -1.67
H -0.85 -0.82 2.49
H 1.50 -1.34 1.84
C 4.26 -2.38 1.28
H 5.11 -2.86 0.79
H 4.54 -2.04 2.27
H 3.46 -3.11 1.34
H 6.41 -0.99 0.93
H 7.70 1.07 0.65
H 6.58 3.14 -0.09
H 4.17 3.16 -0.47
*
```

Values from the calculation:
Kohn-Sham gap = 0.322 Eh
relative energy (zero: lowest compared OMol25 entry of this formula, charge and spin) = 43.9 kcal/mol
lowest unoccupied orbital energy = 0.38 eV

No. 5
Entry from the Open Molecules 2025 dataset: C16H30Cl4F12N2O12S2 as an isolated structure (ωB97M-V with the def2-TZVPD basis set).

Structure (ORCA input):
```
! wB97M-V def2-TZVPD RIJCOSX def2/J DEFGRID3
* xyz -2 1
N 0.59 -3.56 -2.06
H 1.39 -2.99 -2.35
H 0.93 -4.50 -1.99
H -0.30 -3.56 -2.78
H 0.19 -3.27 -1.14
N 0.07 -0.36 0.29
H 1.00 -0.54 0.69
H -0.44 -1.29 0.30
H 0.12 -0.16 -0.72
H -0.47 0.37 0.74
C 1.32 0.78 -4.60
F 2.18 0.44 -5.56
F 1.93 1.62 -3.75
F 0.28 1.40 -5.16
S 0.74 -0.86 -3.75
O 0.18 -0.49 -2.45
O -0.18 -1.42 -4.71
O 1.92 -1.66 -3.52
C 5.11 -1.62 1.16
F 5.46 -0.55 0.46
F 6.11 -2.50 1.10
F 4.90 -1.24 2.44
S 3.50 -2.36 0.49
O 3.03 -3.34 1.45
O 2.65 -1.19 0.32
O 3.82 -2.98 -0.80
O -1.34 -4.16 -3.05
C -2.33 -3.48 -2.29
C -2.12 -3.34 -0.74
O -0.96 -2.85 -0.10
H -3.17 -4.17 -2.41
H -2.52 -2.48 -2.72
H -2.25 -4.35 -0.31
H -3.07 -2.91 -0.35
C -0.96 3.18 -2.13
C -1.77 2.35 -3.09
O -3.06 2.01 -2.63
C -3.21 1.21 -1.58
O -2.31 0.81 -0.90
C -4.66 0.82 -1.34
F -5.05 -0.18 -2.10
F -4.84 0.56 -0.04
F -5.53 1.83 -1.62
H -1.56 4.06 -1.87
H -0.10 3.65 -2.62
H -0.65 2.64 -1.25
H -1.21 1.44 -3.34
H -1.94 2.89 -4.02
C -0.55 3.67 4.13
C 0.10 2.63 3.24
O 0.44 1.43 3.94
C 1.36 0.60 3.44
O 1.98 0.83 2.44
C 1.27 -0.81 4.07
F 0.20 -0.95 4.84
F 1.19 -1.73 3.12
F 2.41 -1.04 4.75
H -1.50 3.34 4.56
H -0.70 4.58 3.54
H 0.07 4.09 4.92
H 0.97 3.08 2.75
H -0.54 2.40 2.40
Cl 6.14 3.26 0.61
C 4.41 2.78 0.68
C 3.83 2.67 -0.73
Cl 2.22 1.87 -0.69
H 3.90 3.40 1.41
H 4.37 1.80 1.15
H 4.40 1.99 -1.35
H 3.65 3.59 -1.26
Cl -3.74 -1.38 5.12
C -4.48 -1.07 3.50
C -3.45 -0.85 2.43
Cl -2.61 0.71 2.64
H -5.10 -0.19 3.64
H -5.14 -1.91 3.32
H -3.84 -0.86 1.41
H -2.67 -1.61 2.36
*
```

Values from the calculation:
Kohn-Sham gap = 0.172 Eh
relative energy (zero: lowest compared OMol25 entry of this formula, charge and spin) = 0.0 kcal/mol
lowest unoccupied orbital energy = 3.63 eV

No. 6
Entry from the Open Molecules 2025 dataset: a 2-piece molecular cluster, C3H8O2 overall (ωB97M-V with the def2-TZVPD basis set).

Structure (ORCA input):
```
! wB97M-V def2-TZVPD RIJCOSX def2/J DEFGRID3
* xyz 1 2
C -0.61 3.27 2.87
C -1.48 1.99 2.49
H 0.18 2.98 3.64
H -0.32 3.73 1.87
H -1.24 4.01 3.32
H -1.02 1.11 1.96
H -2.39 2.31 1.95
H -1.67 1.28 3.40
O 0.34 -2.91 -2.65
C 1.16 -2.23 -2.02
O 0.70 -0.95 -1.45
H 2.26 -2.35 -2.14
H 1.45 -0.35 -1.32
*
```

Values from the calculation:
Kohn-Sham gap (spin up / spin down) = 0.426 / 0.076 Eh
relative energy (zero: lowest compared OMol25 entry of this formula, charge and spin) = 82.6 kcal/mol
lowest unoccupied orbital energy (spin up / spin down) = -4.51 / -11.47 eV

No. 7
Entry from the Open Molecules 2025 dataset: a 10-piece molecular cluster, C6H32O10 overall (ωB97M-V with the def2-TZVPD basis set).

Structure (ORCA input):
```
! wB97M-V def2-TZVPD RIJCOSX def2/J DEFGRID3
* xyz 0 1
O -3.10 -0.58 -0.98
H -2.83 -0.56 -0.05
H -2.93 0.32 -1.31
O -2.96 2.53 -1.23
H -3.55 2.94 -1.88
H -2.19 3.13 -1.18
O -0.34 3.53 -0.89
H -0.87 3.36 -0.11
H 0.10 2.69 -1.06
O -0.50 0.93 0.15
H -1.18 0.76 0.82
H -0.19 0.05 -0.13
O 0.24 -2.01 -0.72
H 1.06 -1.86 -0.22
H 0.53 -2.36 -1.57
O -2.84 -0.02 1.66
H -3.15 -0.35 2.51
H -3.37 0.77 1.49
O 2.12 1.92 1.12
H 1.16 1.85 0.98
H 2.31 2.87 1.11
C 3.58 -2.85 0.65
C 3.31 -1.46 1.27
O 2.61 -0.64 0.36
H 2.60 -3.14 0.27
H 3.88 -3.50 1.47
H 4.38 -2.77 -0.08
H 4.25 -0.97 1.54
H 2.80 -1.58 2.24
H 2.56 0.28 0.67
C -0.17 -1.19 3.35
C 0.09 -0.99 4.83
O -0.63 0.15 5.30
H 0.29 -0.42 2.72
H -1.22 -1.12 3.07
H 0.27 -2.14 3.05
H 1.15 -0.85 5.07
H -0.15 -1.88 5.43
H -0.31 0.40 6.17
C -1.04 0.15 -6.02
C -0.52 0.97 -4.83
O -0.66 0.16 -3.66
H -0.76 -0.90 -5.96
H -0.81 0.59 -6.98
H -2.13 0.16 -5.88
H -1.07 1.90 -4.72
H 0.57 1.04 -4.92
H -0.36 0.66 -2.89
*
```

Values from the calculation:
Kohn-Sham gap = 0.370 Eh
relative energy (zero: lowest compared OMol25 entry of this formula, charge and spin) = 36.4 kcal/mol
lowest unoccupied orbital energy = 0.21 eV

No. 8
Entry from the Open Molecules 2025 dataset: the molecule C19H22N2O5 (ωB97M-V with the def2-TZVPD basis set).

Structure (ORCA input):
```
! wB97M-V def2-TZVPD RIJCOSX def2/J DEFGRID3
* xyz 0 1
C -3.87 1.23 -5.49
H -4.56 0.39 -5.36
O -4.03 2.20 -4.47
C -3.81 1.82 -3.18
C -4.00 2.81 -2.22
C -3.80 2.54 -0.88
C -3.43 1.27 -0.46
C -3.25 0.28 -1.42
C -3.43 0.55 -2.77
H -3.28 -0.25 -3.48
H -2.94 -0.71 -1.12
C -3.23 0.96 1.00
C -2.04 0.07 1.21
N -2.27 -1.03 1.82
O -1.17 -1.91 2.01
C -0.65 -2.48 0.92
O -1.02 -2.28 -0.21
C 0.53 -3.34 1.32
C 1.67 -2.38 1.53
C 2.14 -2.08 2.80
C 3.15 -1.14 2.96
C 3.71 -0.48 1.88
C 3.25 -0.79 0.59
C 2.24 -1.73 0.45
H 1.89 -1.94 -0.56
O 3.67 -0.23 -0.58
C 4.89 0.46 -0.67
H 5.72 -0.13 -0.26
H 5.05 0.62 -1.74
H 4.85 1.43 -0.16
O 4.69 0.47 2.02
C 5.19 0.76 3.30
H 5.96 1.51 3.15
H 5.63 -0.12 3.77
H 4.41 1.17 3.95
H 3.48 -0.93 3.96
H 1.71 -2.56 3.67
H 0.31 -3.88 2.23
H 0.74 -4.03 0.50
N -0.85 0.55 0.78
H -0.87 1.32 0.13
H -0.04 -0.05 0.73
H -4.11 0.45 1.40
H -3.08 1.89 1.56
H -3.95 3.32 -0.15
H -4.29 3.80 -2.55
H -4.09 1.75 -6.42
H -2.84 0.85 -5.52
*
```

Values from the calculation:
Kohn-Sham gap = 0.329 Eh
relative energy (zero: lowest compared OMol25 entry of this formula, charge and spin) = 101.5 kcal/mol
lowest unoccupied orbital energy = 0.71 eV

No. 9
Entry from the Open Molecules 2025 dataset: a 2-piece molecular cluster, C3H9NO2 overall (ωB97M-V with the def2-TZVPD basis set).

Structure (ORCA input):
```
! wB97M-V def2-TZVPD RIJCOSX def2/J DEFGRID3
* xyz 0 1
O 0.75 -0.95 0.48
C 0.71 0.22 0.78
N -0.39 0.99 0.83
C 2.04 0.90 1.04
C -1.69 0.35 0.66
H -0.35 2.01 0.81
H 1.97 1.83 1.63
H 2.54 1.13 0.08
H 2.67 0.18 1.59
H -2.49 0.87 1.22
H -1.52 -0.64 1.11
H -2.02 0.22 -0.38
O -0.61 -2.55 -2.95
H -1.06 -2.95 -3.73
H -0.56 -1.59 -3.16
*
```

Values from the calculation:
Kohn-Sham gap = 0.379 Eh
relative energy (zero: lowest compared OMol25 entry of this formula, charge and spin) = 18.6 kcal/mol
lowest unoccupied orbital energy = 0.77 eV

No. 10
Entry from the Open Molecules 2025 dataset: an isolated ion of composition C3H7N2OSe and charge +1 (ωB97M-V with the def2-TZVPD basis set).

Structure (ORCA input):
```
! wB97M-V def2-TZVPD RIJCOSX def2/J DEFGRID3
* xyz 1 1
C -0.91 1.35 -1.22
C -0.16 0.63 -2.34
C 0.59 0.23 0.39
N -0.62 0.87 0.08
N 0.12 -0.98 1.32
O -1.67 2.20 -1.38
Se 1.35 -0.37 -1.40
H -0.82 -0.07 -2.91
H 0.30 1.30 -3.03
H 1.36 0.91 0.98
H -1.25 1.19 0.81
H 1.05 -1.11 1.88
H 0.11 -1.90 0.86
H -0.61 -0.81 1.94
*
```

Values from the calculation:
Kohn-Sham gap = 0.351 Eh
relative energy (zero: lowest compared OMol25 entry of this formula, charge and spin) = 30.1 kcal/mol
lowest unoccupied orbital energy = -3.98 eV

No. 11
Entry from the Open Molecules 2025 dataset: the molecule C22H28N4O2S (ωB97M-V with the def2-TZVPD basis set).

Structure (ORCA input):
```
! wB97M-V def2-TZVPD RIJCOSX def2/J DEFGRID3
* xyz 0 1
C -7.70 0.02 -1.15
C -6.28 0.28 -0.76
C -5.25 0.11 -1.68
C -3.94 0.37 -1.33
C -3.66 0.81 -0.05
C -4.66 0.98 0.88
C -5.97 0.72 0.52
H -6.76 0.86 1.24
H -4.40 1.34 1.87
S -1.96 1.08 0.43
O -1.19 1.37 -0.75
O -1.93 2.00 1.53
N -1.56 -0.43 1.01
H -1.40 -0.42 2.01
C -0.70 -1.30 0.25
H -0.62 -0.85 -0.74
H -1.19 -2.28 0.16
C 0.70 -1.50 0.87
N 1.61 -0.36 0.83
C 1.31 0.73 1.74
C 2.56 1.60 1.86
N 2.89 2.14 0.55
C 3.97 3.11 0.60
H 4.96 2.64 0.70
C 3.94 4.01 -0.65
C 4.68 3.45 -1.75
N 5.30 3.02 -2.62
H 4.38 4.98 -0.42
H 2.90 4.15 -0.96
H 3.80 3.75 1.47
C 3.15 1.05 -0.37
C 1.90 0.17 -0.48
H 2.10 -0.65 -1.16
H 1.08 0.78 -0.87
H 3.39 1.46 -1.36
H 4.00 0.43 -0.04
H 2.36 2.43 2.54
H 3.39 1.00 2.26
H 1.07 0.32 2.73
H 0.48 1.36 1.39
C 1.44 -2.68 0.26
C 2.47 -3.25 1.01
C 3.21 -4.30 0.50
C 2.94 -4.79 -0.77
C 1.93 -4.22 -1.52
C 1.18 -3.17 -1.01
H 0.41 -2.73 -1.62
H 1.72 -4.59 -2.51
H 3.52 -5.61 -1.17
H 4.00 -4.74 1.09
H 2.68 -2.87 1.99
H 0.55 -1.73 1.94
H -3.13 0.25 -2.03
H -5.48 -0.23 -2.68
H -8.32 -0.19 -0.28
H -8.11 0.90 -1.66
H -7.76 -0.82 -1.84
*
```

Values from the calculation:
Kohn-Sham gap = 0.328 Eh
relative energy (zero: lowest compared OMol25 entry of this formula, charge and spin) = 61.1 kcal/mol
lowest unoccupied orbital energy = 0.59 eV